# 1
# C21H62FN21O17S

A 11-piece molecular cluster, C21H62FN21O17S overall at a distorted geometry (the ωB97M-V functional and the def2-TZVPD basis, OMol25).

Last column: Mulliken charge in e.
Geometry (Å):
1 C -2.720 2.500 1.721  -1.403
2 C -1.825 2.054 0.572  -0.246
3 N -0.651 1.325 1.031  0.455
4 C -0.662 -0.107 0.866  1.423
5 C 0.354 -0.661 1.869  -1.711
6 O 1.561 0.096 1.821  0.132
7 O 2.641 -0.747 2.229  -0.572
8 C -0.514 -0.580 -0.593  -1.721
9 C 0.903 -0.645 -1.145  0.633
10 C 1.678 0.670 -1.190  -1.781
11 F 1.637 -1.657 -0.488  -0.541
12 O -1.984 -0.530 1.351  -0.350
13 C -2.076 -1.802 1.784  0.261
14 O -1.920 -2.771 1.065  -0.557
15 C -2.444 -1.939 3.245  -0.040
16 C -1.863 -3.189 3.887  -1.003
17 C -0.382 -3.163 4.275  -0.505
18 S 0.140 -1.980 5.499  1.210
19 O 0.717 -2.713 6.587  -0.696
20 O 0.969 -0.960 4.915  -0.527
21 O -1.152 -1.252 6.084  -0.570
22 H -2.142 3.040 2.465  0.282
23 H -3.525 3.127 1.338  0.450
24 H -3.183 1.635 2.193  0.200
25 H -1.459 2.962 0.089  0.640
26 H -2.406 1.526 -0.186  0.236
27 H 0.196 1.697 0.626  -0.327
28 H -0.045 -0.544 2.880  0.984
29 H 0.617 -1.697 1.672  0.387
30 H 2.640 -0.622 3.190  0.303
31 H -1.047 0.120 -1.230  0.222
32 H -0.989 -1.541 -0.762  0.219
33 H 0.811 -0.984 -2.172  0.837
34 H 2.261 0.680 -2.113  0.475
35 H 2.392 0.775 -0.384  0.159
36 H 1.020 1.528 -1.248  0.401
37 H -3.530 -2.052 3.274  0.298
38 H -2.234 -1.018 3.777  0.122
39 H -2.443 -3.435 4.775  0.419
40 H -1.992 -4.028 3.207  0.493
41 H -0.139 -4.118 4.730  0.494
42 H 0.242 -3.054 3.393  0.225
43 H -1.269 -0.428 5.589  0.432
44 N -1.437 -0.629 -5.756  -0.274
45 C -1.006 0.191 -4.761  0.483
46 N -0.738 1.479 -5.136  -0.360
47 O -0.860 -0.189 -3.606  -0.481
48 H -1.558 -0.338 -6.713  0.103
49 H -1.621 -1.585 -5.517  0.174
50 H -0.413 2.106 -4.425  0.211
51 H -0.844 1.812 -6.075  0.154
52 N 0.763 4.704 2.040  -0.407
53 C 1.669 4.012 1.279  0.730
54 N 2.926 3.903 1.790  -0.346
55 O 1.380 3.507 0.206  -0.649
56 H 0.985 5.116 2.925  0.155
57 H -0.169 4.786 1.683  0.210
58 H 3.585 3.356 1.255  0.372
59 H 3.203 4.293 2.670  0.132
60 N 0.649 1.151 7.764  -0.261
61 C 0.696 1.588 9.052  0.596
62 N 0.280 0.694 9.997  -0.334
63 O 1.069 2.714 9.358  -0.700
64 H 0.336 0.234 7.505  0.121
65 H 0.947 1.788 7.049  0.184
66 H 0.308 1.014 10.946  0.212
67 H -0.056 -0.229 9.797  0.165
68 N -0.840 3.085 14.297  -0.351
69 C -1.908 2.424 13.745  0.584
70 N -1.874 2.308 12.383  -0.253
71 O -2.815 1.976 14.420  -0.652
72 H -0.079 3.456 13.760  0.173
73 H -0.831 3.187 15.293  0.213
74 H -2.641 1.833 11.946  0.180
75 H -1.143 2.677 11.805  0.079
76 N 5.906 0.328 0.076  -0.418
77 C 5.376 1.535 -0.284  0.681
78 N 5.965 2.142 -1.360  -0.427
79 O 4.432 2.026 0.307  -0.672
80 H 6.673 -0.106 -0.398  0.156
81 H 5.471 -0.145 0.847  0.209
82 H 5.584 3.022 -1.653  0.218
83 H 6.735 1.750 -1.866  0.155
84 N -2.290 -2.976 -9.989  -0.328
85 C -2.657 -1.975 -9.143  0.655
86 N -3.810 -2.202 -8.431  -0.391
87 O -2.017 -0.942 -9.015  -0.669
88 H -2.821 -3.818 -10.099  0.150
89 H -1.439 -2.855 -10.518  0.237
90 H -4.110 -1.484 -7.800  0.228
91 H -4.352 -3.040 -8.510  0.152
92 N 2.616 -2.944 -11.513  -0.354
93 C 1.518 -2.182 -11.278  0.533
94 N 1.491 -0.978 -11.936  -0.422
95 O 0.607 -2.530 -10.541  -0.676
96 H 3.356 -2.668 -12.132  0.192
97 H 2.662 -3.836 -11.059  0.204
98 H 0.709 -0.375 -11.755  0.225
99 H 2.224 -0.670 -12.549  0.210
100 N 0.529 -2.865 -14.416  -0.305
101 C 1.718 -3.300 -14.923  0.604
102 N 1.630 -4.272 -15.882  -0.403
103 O 2.794 -2.859 -14.548  -0.631
104 H -0.359 -3.220 -14.710  0.175
105 H 0.564 -2.157 -13.701  0.239
106 H 2.488 -4.611 -16.271  0.223
107 H 0.762 -4.652 -16.206  0.154
108 N -3.553 6.143 10.296  -0.391
109 C -2.768 5.205 9.682  0.646
110 N -1.552 4.984 10.272  -0.329
111 O -3.126 4.606 8.684  -0.647
112 H -3.280 6.642 11.120  0.162
113 H -4.450 6.325 9.889  0.223
114 H -0.948 4.306 9.839  0.175
115 H -1.240 5.463 11.094  0.155
116 N -1.204 -3.827 -2.287  -0.230
117 C -0.202 -4.220 -3.128  0.563
118 N 1.055 -4.173 -2.592  -0.341
119 O -0.412 -4.576 -4.277  -0.685
120 H -1.055 -3.548 -1.334  0.241
121 H -2.135 -3.821 -2.655  0.170
122 H 1.815 -4.444 -3.184  0.198
123 H 1.248 -3.847 -1.663  0.185

**Molecular weight**: 931.9 g mol⁻¹
**Orbital gap**: 8.64 eV
**Multiplicity**: 1
**LUMO energy**: 0.28 eV
**Structure (SMILES)**: CCN[C@](COO)(C[C@@H](C)F)OC(=O)CCCS(=O)(=O)O.NC(N)=O.NC(N)=O.NC(N)=O.NC(N)=O.NC(N)=O.NC(N)=O.NC(N)=O.NC(N)=O.NC(N)=O.NC(N)=O
**Calculated total energy**: -102443.278 eV



# 2
# C21H63HfN11O8P3

C21H63HfN11O8P3 as an isolated structure at a distorted geometry (the ωB97M-V functional and the def2-TZVPD basis, OMol25).

Last column: Mulliken charge in e.
Geometry (Å):
1 Hf -0.579 1.636 0.284  1.813
2 C 0.904 -1.597 0.409  -1.250
3 O 0.354 -0.307 0.389  2.286
4 H 1.003 -1.814 1.477  0.473
5 H 0.266 -2.355 -0.053  0.199
6 H 1.875 -1.631 -0.091  0.151
7 O -1.010 1.195 -1.859  -0.867
8 P -1.357 0.678 -3.253  -0.136
9 N -0.340 1.344 -4.369  0.276
10 C 0.127 2.727 -4.237  -1.110
11 C -0.053 0.764 -5.677  -1.028
12 N -2.892 1.083 -3.735  0.292
13 C -3.202 1.262 -5.149  -0.942
14 C -4.058 1.049 -2.867  -0.919
15 N -1.192 -0.955 -3.449  0.997
16 C -2.118 -1.738 -4.286  -1.313
17 C -0.013 -1.696 -3.002  -0.751
18 H -0.059 3.051 -3.214  0.247
19 H -0.379 3.401 -4.930  0.336
20 H 1.201 2.798 -4.410  0.323
21 H 1.019 0.546 -5.697  0.294
22 H -0.207 1.521 -6.450  0.477
23 H -0.668 -0.096 -5.920  0.242
24 H -3.342 0.303 -5.658  0.286
25 H -4.057 1.896 -5.370  0.405
26 H -2.353 1.694 -5.675  0.249
27 H -4.733 0.274 -3.247  0.402
28 H -3.854 0.863 -1.818  0.078
29 H -4.624 1.976 -2.983  0.364
30 H -2.204 -2.748 -3.879  0.405
31 H -3.120 -1.323 -4.210  0.440
32 H -1.767 -1.814 -5.314  0.228
33 H -0.405 -2.400 -2.263  0.287
34 H 0.665 -0.997 -2.518  -0.276
35 H 0.431 -2.260 -3.823  0.438
36 O -1.428 0.801 2.162  -1.232
37 P -1.736 0.048 3.459  -0.009
38 N -0.350 -0.393 4.248  0.783
39 C -0.336 -1.363 5.359  -1.262
40 C 0.971 0.198 3.992  -0.902
41 N -2.590 -1.359 3.271  0.415
42 C -1.849 -2.492 2.716  -0.075
43 C -3.991 -1.244 2.809  -1.199
44 N -2.603 0.868 4.586  0.286
45 C -2.168 2.272 4.730  -0.892
46 C -3.232 0.276 5.774  -1.105
47 H -0.514 -0.920 6.337  0.235
48 H 0.558 -1.979 5.280  0.407
49 H -1.138 -2.087 5.207  0.470
50 H 1.765 -0.549 4.026  0.409
51 H 1.113 0.940 4.779  0.369
52 H 1.005 0.645 2.998  -0.147
53 H -1.559 -2.198 1.698  -0.298
54 H -0.978 -2.757 3.306  -0.534
55 H -2.453 -3.380 2.533  0.733
56 H -4.626 -0.913 3.629  0.323
57 H -4.094 -0.541 1.979  0.323
58 H -4.330 -2.225 2.484  0.425
59 H -2.849 2.875 5.329  0.410
60 H -1.178 2.253 5.196  0.301
61 H -2.155 2.834 3.795  0.141
62 H -4.003 0.951 6.139  0.357
63 H -2.467 0.265 6.557  0.365
64 H -3.577 -0.743 5.637  0.339
65 O 1.546 2.101 -0.301  -1.310
66 P 3.032 1.930 -0.596  0.256
67 N 3.955 3.209 -0.133  0.291
68 C 3.366 4.379 0.528  -1.109
69 C 5.409 3.238 -0.229  -0.880
70 N 3.434 1.693 -2.179  0.614
71 C 3.859 2.806 -3.032  -1.224
72 C 2.867 0.595 -2.935  -0.860
73 N 3.734 0.616 0.171  0.652
74 C 4.875 -0.127 -0.386  -1.229
75 C 3.571 0.441 1.607  -0.917
76 H 2.304 4.544 0.338  0.261
77 H 3.815 5.270 0.087  0.433
78 H 3.522 4.351 1.607  0.315
79 H 5.720 3.110 -1.270  0.277
80 H 5.910 2.420 0.290  0.224
81 H 5.829 4.189 0.083  0.442
82 H 3.203 2.936 -3.892  0.269
83 H 3.839 3.750 -2.489  0.421
84 H 4.883 2.720 -3.400  0.380
85 H 1.887 0.795 -3.371  -0.183
86 H 3.526 0.238 -3.733  0.550
87 H 2.832 -0.356 -2.393  0.318
88 H 4.967 -0.058 -1.465  0.423
89 H 5.816 0.229 0.040  0.376
90 H 4.821 -1.178 -0.097  0.407
91 H 4.298 -0.162 2.146  0.479
92 H 2.621 -0.050 1.832  -0.227
93 H 3.562 1.450 2.037  0.360
94 C -3.209 -2.855 -0.652  -0.707
95 N -3.421 -1.383 -0.477  0.569
96 O -4.552 -1.006 -0.586  -0.492
97 O -2.423 -0.699 -0.255  0.150
98 H -4.135 -3.328 -0.334  0.367
99 H -2.340 -3.215 -0.117  0.254
100 H -3.140 -3.033 -1.724  0.149
101 C 0.375 -5.285 2.518  -0.615
102 N 0.143 -5.006 3.970  0.947
103 O -0.983 -5.147 4.395  -0.504
104 O 1.048 -4.540 4.635  -0.536
105 H -0.594 -5.480 2.067  0.295
106 H 1.023 -6.154 2.462  0.354
107 H 0.734 -4.364 2.067  0.126

**Molecular weight**: 869.2 g mol⁻¹
**Orbital gap**: 5.30 eV
**Multiplicity**: 1
**LUMO energy**: -10.61 eV
**Total charge**: +3
**Calculated total energy**: -84718.485 eV



# 3
# C21H63NO11

A 10-piece molecular cluster, C21H63NO11 overall at a distorted geometry (the ωB97M-V functional and the def2-TZVPD basis, OMol25).

Last column: Mulliken charge in e.
Geometry (Å):
1 C 0.252 -5.562 -2.736  -0.691
2 O 0.551 -5.518 -1.366  -0.414
3 C -0.481 -5.031 -0.552  -0.127
4 C 0.058 -4.938 0.861  -0.331
5 N -0.944 -4.302 1.709  -0.325
6 C -0.380 -3.718 2.941  -0.470
7 C -1.425 -2.910 3.663  -0.836
8 O -1.531 -1.674 2.985  0.020
9 C -2.440 -0.726 3.509  -0.864
10 H -0.653 -6.121 -3.023  0.290
11 H 1.041 -6.117 -3.243  0.300
12 H 0.171 -4.539 -3.130  0.240
13 H -1.384 -5.656 -0.566  0.441
14 H -0.722 -4.030 -0.947  -0.111
15 H 0.958 -4.305 0.834  0.117
16 H 0.272 -5.944 1.221  0.345
17 H -1.429 -3.585 1.179  0.152
18 H 0.532 -3.143 2.737  0.176
19 H -0.153 -4.588 3.569  0.462
20 H -1.099 -2.723 4.696  0.476
21 H -2.386 -3.437 3.668  0.379
22 H -3.397 -0.705 2.988  0.308
23 H -1.979 0.257 3.353  0.147
24 H -2.540 -0.760 4.601  0.360
25 C 1.570 3.848 -3.795  -0.622
26 C 0.355 4.660 -4.197  0.424
27 C -0.834 3.772 -4.396  -1.091
28 O 0.077 5.645 -3.192  -0.603
29 H 1.756 3.003 -4.466  0.364
30 H 1.381 3.384 -2.819  -0.213
31 H 2.488 4.428 -3.709  0.315
32 H 0.538 5.211 -5.119  0.319
33 H -0.663 3.161 -5.292  0.403
34 H -1.769 4.320 -4.485  0.334
35 H -0.974 3.040 -3.592  0.065
36 H 0.034 5.151 -2.365  0.335
37 C 0.462 -0.914 0.650  -0.840
38 C 0.936 0.344 -0.024  1.689
39 C 0.553 0.435 -1.482  -1.520
40 O 0.394 1.467 0.715  -0.017
41 H 0.847 -1.824 0.193  0.465
42 H -0.633 -0.909 0.604  -0.359
43 H 0.735 -0.881 1.705  0.516
44 H 2.025 0.361 0.114  -0.601
45 H 0.858 -0.518 -1.909  0.461
46 H 1.088 1.233 -2.000  0.160
47 H -0.512 0.648 -1.580  0.178
48 H 0.598 1.248 1.638  -0.438
49 C 0.681 3.981 4.291  -1.596
50 C 1.244 2.734 3.608  1.428
51 C 2.756 2.595 3.870  -1.398
52 O 0.548 1.562 4.016  -0.408
53 H 1.277 4.854 4.009  0.354
54 H 0.701 3.928 5.379  0.368
55 H -0.340 4.114 3.930  0.344
56 H 1.164 2.894 2.532  -0.207
57 H 3.257 3.533 3.624  0.382
58 H 3.175 1.841 3.200  0.208
59 H 2.943 2.370 4.921  0.434
60 H 0.928 1.231 4.835  0.309
61 C -2.933 2.791 0.511  -0.395
62 O -2.083 2.513 1.624  -0.522
63 H -2.841 1.974 -0.208  0.054
64 H -3.963 2.858 0.845  0.302
65 H -2.564 3.711 0.055  0.110
66 H -1.321 2.037 1.272  0.379
67 C 4.493 -0.912 1.058  -0.651
68 O 3.526 -1.957 1.115  -0.391
69 H 4.451 -0.388 2.015  0.173
70 H 5.500 -1.256 0.838  0.384
71 H 4.182 -0.151 0.329  0.172
72 H 3.839 -2.628 0.500  0.274
73 C 3.588 -1.109 -2.951  -0.382
74 O 3.518 -0.956 -4.336  -0.548
75 H 3.074 -0.343 -2.362  0.093
76 H 3.270 -2.088 -2.551  0.216
77 H 4.633 -1.095 -2.621  0.343
78 H 2.620 -1.139 -4.629  0.305
79 C -2.786 -3.062 -3.173  -0.272
80 O -2.964 -3.669 -4.437  -0.549
81 H -2.072 -2.251 -3.255  0.167
82 H -3.704 -2.602 -2.783  0.385
83 H -2.414 -3.768 -2.425  0.014
84 H -3.604 -4.378 -4.334  0.296
85 C -0.375 5.105 0.259  -0.842
86 O -0.114 3.940 -0.540  -0.089
87 H 0.570 5.587 0.562  0.300
88 H -0.912 5.829 -0.348  0.321
89 H -0.884 4.890 1.204  0.316
90 H 0.148 3.208 0.036  0.077
91 C -3.649 -0.790 0.132  0.041
92 O -4.539 -1.879 -0.073  -0.594
93 H -4.226 0.077 0.430  0.290
94 H -2.894 -1.076 0.871  -0.318
95 H -3.060 -0.512 -0.759  0.253
96 H -4.043 -2.685 -0.233  0.304

**Molecular weight**: 505.7 g mol⁻¹
**Orbital gap**: 9.37 eV
**Multiplicity**: 1
**LUMO energy**: 0.34 eV
**Structure (SMILES)**: COCCNCCOC.CC(C)O.CC(C)O.CC(C)O.CO.CO.CO.CO.CO.CO
**Calculated total energy**: -46807.056 eV



Look up the molecular weight of the first one. 931.9 g mol⁻¹



Among the records above, which one has the highest molecular weight? C21H62FN21O17S



Which value of molecular weight does entry 3 give? 505.7 g mol⁻¹